(1)
Below is the molecule C29H27NO5S2, with properties calculated with ωB97M-V/def2-TZVPD.

Positions of all 64 atoms, in Å:
O -2.506 -0.042 -1.626
C -2.997 -1.139 -1.710
O -2.293 -2.210 -2.080
C -4.433 -1.480 -1.415
C -4.555 -2.264 -0.101
C -3.855 -1.621 1.098
C -4.456 -0.297 1.576
N -4.071 0.838 0.760
C -2.749 1.258 0.757
O -1.926 0.724 1.474
C -2.574 2.397 -0.142
C -1.496 3.105 -0.565
C -0.088 3.000 -0.323
C 0.755 3.950 -0.918
C 2.114 3.878 -0.741
C 2.708 2.880 0.038
O 4.058 2.970 0.116
C 4.849 1.916 0.633
C 4.732 0.627 -0.140
C 4.436 0.642 -1.497
C 4.335 -0.544 -2.204
C 4.535 -1.754 -1.563
C 4.834 -1.775 -0.211
C 4.932 -0.591 0.497
C 1.868 1.933 0.662
O 2.447 0.991 1.470
C 1.625 0.057 2.132
C 1.021 -1.014 1.256
C 1.384 -1.167 -0.072
C 0.855 -2.202 -0.825
C -0.039 -3.094 -0.256
C -0.421 -2.930 1.066
C 0.103 -1.895 1.817
C 0.503 2.001 0.457
S -4.150 2.859 -0.791
C -4.963 1.558 0.034
S -6.573 1.275 -0.059
H -1.357 -1.980 -2.203
H -4.811 -2.102 -2.228
H -5.019 -0.563 -1.376
H -5.616 -2.390 0.123
H -4.118 -3.253 -0.251
H -2.796 -1.470 0.882
H -3.921 -2.319 1.935
H -5.547 -0.342 1.580
H -4.093 -0.097 2.589
H -1.748 3.915 -1.244
H 0.337 4.737 -1.527
H 2.773 4.599 -1.200
H 4.630 1.744 1.692
H 5.874 2.301 0.549
H 4.280 1.586 -1.999
H 4.100 -0.519 -3.258
H 4.455 -2.680 -2.114
H 4.986 -2.717 0.294
H 5.159 -0.608 1.552
H 0.833 0.566 2.697
H 2.302 -0.421 2.852
H 2.087 -0.485 -0.523
H 1.162 -2.317 -1.855
H -0.440 -3.912 -0.836
H -1.126 -3.616 1.512
H -0.196 -1.767 2.846
H -0.138 1.267 0.907

Values from the calculation:
Electronic energy in eV: -63910.1732
2S+1: 1
ΔE to the lowest compared entry with this formula, charge and spin in eV: 0.0000
LUMO level in eV: -0.565

(2)
Below is a structure of composition C28H44F5KN4O6STe, with properties calculated with ωB97M-V/def2-TZVPD.

Positions of all 90 atoms, in Å:
K -0.916 -1.943 0.737
C 3.835 0.293 3.038
C 4.463 -1.097 2.935
C 5.102 -1.499 4.266
C 3.468 -2.135 2.460
C 2.345 -2.469 3.214
C 1.454 -3.437 2.777
C 1.642 -4.103 1.565
C 0.685 -5.166 1.098
C 2.747 -3.744 0.802
C 3.645 -2.784 1.245
H 4.578 1.036 3.339
H 3.035 0.300 3.783
H 3.407 0.600 2.083
H 5.256 -1.050 2.182
H 4.348 -1.557 5.053
H 5.853 -0.766 4.574
H 5.581 -2.476 4.190
H 2.153 -1.964 4.154
H 0.585 -3.675 3.383
H 0.709 -6.027 1.770
H 0.952 -5.508 0.098
H -0.354 -4.828 1.060
H 2.886 -4.202 -0.169
H 4.493 -2.519 0.620
N 0.264 0.484 1.918
C -0.744 1.430 2.427
C -2.023 1.430 1.566
O -2.344 2.540 1.035
N -2.620 0.276 1.510
C -3.782 0.183 0.636
C -3.714 -1.145 -0.142
O -4.533 -2.032 0.165
O -2.780 -1.246 -1.001
H 1.144 0.616 2.401
H 0.434 0.668 0.931
H -0.375 2.463 2.460
H -1.005 1.123 3.443
H -3.827 1.025 -0.068
H -4.701 0.173 1.231
C 0.314 8.204 -1.297
C 0.851 7.216 -0.267
N 0.235 5.903 -0.365
C -0.723 5.515 0.670
C -2.040 6.268 0.587
C 0.659 5.098 -1.373
O 1.553 5.454 -2.138
C -0.034 3.775 -1.533
C -1.309 3.690 -2.074
C -1.893 2.446 -2.208
C -1.197 1.316 -1.789
N 0.037 1.388 -1.281
C 0.587 2.596 -1.155
H 0.802 9.175 -1.186
H -0.761 8.342 -1.179
H 0.512 7.830 -2.301
H 0.668 7.583 0.745
H 1.929 7.107 -0.401
H -0.250 5.700 1.641
H -0.944 4.448 0.627
H -1.919 7.346 0.736
H -2.712 5.874 1.348
H -2.511 6.103 -0.384
H -1.835 4.590 -2.373
H -2.895 2.335 -2.599
H -1.667 0.337 -1.807
H 1.590 2.628 -0.736
C 1.716 -3.498 -4.196
C 0.949 -2.200 -4.018
S 0.023 -2.100 -2.460
O 1.022 -2.482 -1.398
C -1.068 -3.512 -2.653
C -2.083 -3.303 -3.763
H 2.443 -3.408 -5.006
H 1.051 -4.328 -4.431
H 2.251 -3.736 -3.275
H 0.239 -2.008 -4.825
H 1.624 -1.345 -3.959
H -1.588 -3.569 -1.695
H -0.455 -4.407 -2.770
H -2.608 -2.359 -3.607
H -2.829 -4.094 -3.709
H -1.623 -3.315 -4.755
F -5.356 -5.792 -0.745
Te -3.861 -4.934 0.039
F -3.835 -6.468 1.174
F -5.183 -4.377 1.246
F -2.846 -6.133 -1.064
F -3.955 -3.994 -1.586
O -2.421 -4.172 0.776

Values from the calculation:
Electronic energy in eV: -96041.1854
2S+1: 1
ΔE to the lowest compared entry with this formula, charge and spin in eV: 1.0481
LUMO level in eV: 3.827
Charge: -2

(3)
Below is a structure of composition C3Br2F3O2, with properties calculated with ωB97M-V/def2-TZVPD.

Positions of all 10 atoms, in Å:
C -0.165 1.608 -0.282
C -0.493 -0.251 0.462
C 0.462 -1.274 -0.063
O 0.154 1.435 -1.406
O -0.377 2.346 0.611
F -0.411 -0.253 1.841
F 0.351 -1.477 -1.375
F 0.405 -2.512 0.504
Br -2.300 -0.882 -0.010
Br 2.332 -0.666 0.248

Values from the calculation:
Electronic energy in eV: -155445.0166
2S+1: 1
ΔE to the lowest compared entry with this formula, charge and spin in eV: 0.0000
LUMO level in eV: 3.186
Charge: -1

(4)
Below is a structure of composition C19H17B2F11IrNO3S5, with properties calculated with ωB97M-V/def2-TZVPD.

Positions of all 59 atoms, in Å:
Ir -0.487 0.129 -0.117
O 2.707 1.863 6.011
C 2.177 1.565 4.978
S 1.207 2.693 4.005
C 0.827 1.601 2.693
C 1.310 0.308 2.817
S 1.137 -0.922 1.692
S 2.250 -0.044 4.250
S -0.056 2.229 1.399
O 1.608 0.067 -1.108
S 2.868 -0.714 -0.905
C 3.796 0.273 0.310
C 3.486 1.612 0.469
C 4.164 2.353 1.424
C 5.141 1.754 2.209
C 5.447 0.411 2.037
C 4.766 -0.337 1.089
C 3.901 -0.169 -2.287
C 5.155 -0.736 -2.446
C 5.964 -0.299 -3.482
C 5.502 0.681 -4.351
C 4.235 1.222 -4.194
C 3.420 0.791 -3.157
H 2.722 2.068 -0.149
H 3.929 3.401 1.553
H 5.677 2.341 2.942
H 6.208 -0.059 2.646
H 4.986 -1.388 0.951
H 5.482 -1.507 -1.760
H 6.949 -0.725 -3.616
H 6.135 1.022 -5.159
H 3.877 1.978 -4.879
H 2.419 1.175 -3.015
C -5.301 0.478 2.235
N -4.503 0.518 1.022
C -5.054 0.008 -0.224
C -3.272 0.993 1.033
O -2.550 1.025 0.021
H -6.088 -0.261 2.116
H -5.749 1.453 2.442
H -4.683 0.182 3.080
H -6.137 0.114 -0.213
H -4.787 -1.041 -0.365
H -4.633 0.576 -1.051
H -2.940 1.387 1.999
F -1.455 2.414 -1.922
C -0.370 1.633 -1.778
F 0.667 2.497 -1.619
F -0.166 1.046 -2.965
F -3.326 -1.520 3.313
B -2.018 -1.101 3.088
F -1.786 -1.094 1.657
F -1.097 -1.921 3.710
F -1.860 0.230 3.528
F -0.739 -1.698 -1.442
B -0.598 -2.618 -2.593
F -1.154 -1.993 -3.692
F -1.271 -3.781 -2.269
F 0.765 -2.844 -2.756

Values from the calculation:
⟨S²⟩: 0.8885
Electronic energy in eV: -115885.2654
2S+1: 2
ΔE to the lowest compared entry with this formula, charge and spin in eV: 1.4757
LUMO level (spin up / spin down) in eV: 1.321 / 0.350
Charge: -1

(5)
Below is a cluster of 2 separate species, CH6N3O in total, with properties calculated with ωB97M-V/def2-TZVPD.

Positions of all 11 atoms, in Å:
C 1.051 0.992 1.300
N -0.022 0.932 0.678
N -1.231 -0.675 -0.988
N 2.074 1.046 1.888
O 0.030 -1.275 -1.516
H -0.575 1.743 0.463
H -1.700 -0.320 -1.814
H -0.652 0.192 0.219
H -1.823 -1.578 -0.731
H 3.006 1.094 2.195
H -0.157 -2.152 -1.695

Values from the calculation:
Electronic energy in eV: -7642.1824
2S+1: 1
ΔE to the lowest compared entry with this formula, charge and spin in eV: 2.4038
LUMO level in eV: -3.615
Charge: +1

(6)
Below is the molecule C2H4N6O, with properties calculated with ωB97M-V/def2-TZVPD.

Positions of all 13 atoms, in Å:
C 2.409 -0.214 0.784
N 1.318 0.545 0.962
N 0.161 0.385 0.294
N -0.640 1.475 0.676
N -1.666 1.605 0.019
O -1.617 0.693 -1.135
C -0.506 -0.182 -0.678
N -0.436 -1.465 -0.951
N 0.496 -2.150 -0.091
H 3.411 0.178 1.204
H 2.522 -1.304 0.154
H 0.677 -1.595 0.932
H 0.276 -3.214 -0.222

Values from the calculation:
Electronic energy in eV: -13118.7829
2S+1: 1
ΔE to the lowest compared entry with this formula, charge and spin in eV: 6.0883
LUMO level in eV: -0.048

(7)
Below is the molecule C3H2ClF3, with properties calculated with ωB97M-V/def2-TZVPD.

Positions of all 9 atoms, in Å:
C -1.520 -1.925 -0.730
C -1.441 -0.716 -0.250
F -0.212 -0.235 0.180
C -2.532 0.250 -0.039
F -2.541 1.207 -1.051
F -2.388 0.969 1.116
Cl -4.125 -0.462 -0.122
H -0.621 -2.471 -0.802
H -2.573 -2.094 -0.958

Values from the calculation:
Electronic energy in eV: -23817.2104
2S+1: 1
ΔE to the lowest compared entry with this formula, charge and spin in eV: 0.0854
LUMO level in eV: 0.732

(8)
Below is a cluster of 5 separate species, C16H39ClF6N4O6P in total, with properties calculated with ωB97M-V/def2-TZVPD.

Positions of all 73 atoms, in Å:
Cl 8.949 -8.904 9.891
O 10.064 -9.602 9.405
O 8.958 -8.964 11.391
O 9.112 -7.640 9.324
O 7.830 -9.515 9.318
C 10.611 -3.336 18.368
C 11.172 -4.620 17.703
N 10.728 -4.636 16.337
C 11.236 -3.814 15.371
C 10.657 -4.110 14.164
N 10.057 -5.344 14.299
C 10.082 -5.638 15.638
C 9.591 -6.275 13.245
H 10.907 -2.436 17.830
H 10.828 -3.303 19.436
H 9.523 -3.290 18.401
H 10.790 -5.519 18.188
H 12.256 -4.737 17.716
H 11.982 -3.072 15.615
H 10.855 -3.708 13.181
H 9.630 -6.557 15.982
H 9.116 -7.128 13.732
H 10.455 -6.744 12.774
H 8.945 -5.728 12.559
C 12.359 -9.878 12.140
N 12.100 -11.203 12.904
C 11.439 -10.773 14.269
C 11.078 -12.017 12.091
C 13.417 -12.017 13.135
C 13.288 -13.602 13.434
O 12.676 -13.915 14.607
H 12.313 -10.182 11.094
H 13.333 -9.560 12.513
H 11.629 -9.085 12.299
H 11.043 -11.693 14.700
H 10.604 -10.131 13.989
H 12.249 -10.296 14.820
H 10.610 -12.847 12.620
H 11.564 -12.535 11.264
H 10.311 -11.352 11.693
H 14.037 -11.363 13.747
H 13.780 -11.844 12.122
H 14.268 -14.078 13.441
H 12.753 -14.159 12.664
H 12.853 -14.836 14.815
C 4.543 -7.314 10.364
N 3.946 -8.745 10.632
C 4.961 -9.655 11.410
C 2.653 -8.641 11.496
C 3.762 -9.561 9.287
C 3.083 -8.807 8.164
O 1.827 -8.409 8.638
H 4.019 -6.795 9.561
H 5.565 -7.537 10.056
H 4.571 -6.756 11.300
H 4.370 -10.530 11.683
H 5.369 -9.017 12.194
H 5.814 -10.025 10.843
H 3.019 -8.357 12.482
H 2.306 -9.674 11.516
H 1.825 -8.026 11.144
H 3.206 -10.470 9.519
H 4.760 -9.670 8.864
H 2.942 -9.416 7.271
H 3.818 -8.075 7.830
H 1.273 -8.132 7.905
P 12.165 -7.421 6.347
F 11.453 -8.020 5.023
F 10.839 -6.721 6.835
F 11.708 -8.839 7.064
F 12.977 -7.021 7.664
F 13.497 -8.157 5.814
F 12.489 -6.085 5.533

Values from the calculation:
Electronic energy in eV: -73572.0842
2S+1: 1
LUMO level in eV: -3.264
Charge: +1

Please write out number 8 again, unchanged.
Below is a cluster of 5 separate species, C16H39ClF6N4O6P in total, with properties calculated with ωB97M-V/def2-TZVPD.

Positions of all 73 atoms, in Å:
Cl 8.949 -8.904 9.891
O 10.064 -9.602 9.405
O 8.958 -8.964 11.391
O 9.112 -7.640 9.324
O 7.830 -9.515 9.318
C 10.611 -3.336 18.368
C 11.172 -4.620 17.703
N 10.728 -4.636 16.337
C 11.236 -3.814 15.371
C 10.657 -4.110 14.164
N 10.057 -5.344 14.299
C 10.082 -5.638 15.638
C 9.591 -6.275 13.245
H 10.907 -2.436 17.830
H 10.828 -3.303 19.436
H 9.523 -3.290 18.401
H 10.790 -5.519 18.188
H 12.256 -4.737 17.716
H 11.982 -3.072 15.615
H 10.855 -3.708 13.181
H 9.630 -6.557 15.982
H 9.116 -7.128 13.732
H 10.455 -6.744 12.774
H 8.945 -5.728 12.559
C 12.359 -9.878 12.140
N 12.100 -11.203 12.904
C 11.439 -10.773 14.269
C 11.078 -12.017 12.091
C 13.417 -12.017 13.135
C 13.288 -13.602 13.434
O 12.676 -13.915 14.607
H 12.313 -10.182 11.094
H 13.333 -9.560 12.513
H 11.629 -9.085 12.299
H 11.043 -11.693 14.700
H 10.604 -10.131 13.989
H 12.249 -10.296 14.820
H 10.610 -12.847 12.620
H 11.564 -12.535 11.264
H 10.311 -11.352 11.693
H 14.037 -11.363 13.747
H 13.780 -11.844 12.122
H 14.268 -14.078 13.441
H 12.753 -14.159 12.664
H 12.853 -14.836 14.815
C 4.543 -7.314 10.364
N 3.946 -8.745 10.632
C 4.961 -9.655 11.410
C 2.653 -8.641 11.496
C 3.762 -9.561 9.287
C 3.083 -8.807 8.164
O 1.827 -8.409 8.638
H 4.019 -6.795 9.561
H 5.565 -7.537 10.056
H 4.571 -6.756 11.300
H 4.370 -10.530 11.683
H 5.369 -9.017 12.194
H 5.814 -10.025 10.843
H 3.019 -8.357 12.482
H 2.306 -9.674 11.516
H 1.825 -8.026 11.144
H 3.206 -10.470 9.519
H 4.760 -9.670 8.864
H 2.942 -9.416 7.271
H 3.818 -8.075 7.830
H 1.273 -8.132 7.905
P 12.165 -7.421 6.347
F 11.453 -8.020 5.023
F 10.839 -6.721 6.835
F 11.708 -8.839 7.064
F 12.977 -7.021 7.664
F 13.497 -8.157 5.814
F 12.489 -6.085 5.533

Values from the calculation:
Electronic energy in eV: -73572.0842
2S+1: 1
LUMO level in eV: -3.264
Charge: +1

Q: Which formula does entry 2 have?
A: C28H44F5KN4O6STe